# 1
Entry from the OMol25 dataset: 2 unconnected molecules or ions with the total composition C4H15N2O (wB97M-V/def2-TZVPD).

```
! wB97M-V def2-TZVPD RIJCOSX def2/J DEFGRID3
* xyz 0 2
C 0.20817 0.30028 -2.59043
N 0.44988 -1.07982 -3.00018
C 0.27969 0.34832 -1.04851
N 1.68000 0.13370 -0.62760
C 1.89929 0.07953 0.84340
C 1.64896 1.40358 1.53917
H 1.02869 0.90360 -2.97381
H -0.76110 0.68182 -2.89914
H 0.19253 -1.25578 -3.96663
H -0.25429 -1.66613 -2.56784
H -0.14147 1.27381 -0.66884
H -0.30392 -0.47300 -0.76663
H 1.96873 -0.81974 -1.04092
H 2.36700 0.81565 -1.03337
H 2.93236 -0.23864 0.97933
H 1.27075 -0.72032 1.19684
H 1.69541 2.27130 0.89589
H 0.72696 1.48247 2.11114
H 2.39510 1.55964 2.32836
H -5.16096 -0.21096 4.34358
H -4.63872 -1.68690 4.44245
O -5.31548 -1.12134 4.06565
*
```

Output
- Frontier orbital gap (spin up / spin down): 3.6 / 10.7 eV
- Expectation value of S²: 0.751
- HOMO energy (spin up / spin down): -2.893 / -10.130 eV
- Largest force on an atom: 2.3 eV Å⁻¹

Here are the natural (NBO) charges for atoms 1 to 4, given in e: atom 1 (C): -0.251, atom 2 (N): -0.834, atom 3 (C): -0.255, atom 4 (N): -0.799

# 2
Entry from the OMol25 dataset: 2 unconnected molecules or ions with the total composition C4H11NO (wB97M-V/def2-TZVPD).

```
! wB97M-V def2-TZVPD RIJCOSX def2/J DEFGRID3
* xyz -1 2
C 1.55969 2.13805 -0.51412
N 0.81998 0.88107 -0.25180
C -0.24838 0.97326 0.79956
C -0.20318 -1.42220 1.67157
C -0.87095 -0.38191 1.04490
H 1.23622 2.86518 0.23738
H 2.63809 2.02372 -0.33324
H 1.35124 2.50458 -1.52165
H 0.42153 0.59499 -1.12168
H -1.07878 1.48464 0.27369
H 0.04012 1.56114 1.66766
H -0.31322 -2.44724 1.32719
H 0.45092 -1.18690 2.51737
H -1.81638 -0.57231 0.53586
H -1.87399 -2.65452 -2.51843
H -1.05856 -3.23755 -1.42833
O -1.05434 -3.12400 -2.38594
*
```

Output
- Frontier orbital gap (spin up / spin down): 3.3 / 6.6 eV
- Expectation value of S²: 0.753
- HOMO energy (spin up / spin down): 0.883 / -2.653 eV
- Largest force on an atom: 3.1 eV Å⁻¹

Here are the natural (NBO) charges for atoms 1 to 4, given in e: atom 1 (C): -0.426, atom 2 (N): -0.651, atom 3 (C): -0.271, atom 4 (C): -0.702

# 3
Entry from the OMol25 dataset: a gas-phase ion, C6H10 (charge +1) (wB97M-V/def2-TZVPD).

```
! wB97M-V def2-TZVPD RIJCOSX def2/J DEFGRID3
* xyz 1 2
C 0.87320 -2.61297 -0.62978
C 0.27052 -1.64170 0.36590
C 0.31883 -0.10565 -0.12811
C -0.26274 0.92350 0.50302
C -0.32738 2.24176 -0.17273
C -1.18425 3.14066 0.40553
H 1.04574 -3.67770 -0.37362
H 1.82835 -2.31655 -0.97139
H 0.13549 -2.74021 -1.44158
H 0.91443 -1.69824 1.28113
H -0.73157 -1.92670 0.71150
H 0.91493 -0.05515 -1.03537
H -0.78706 0.81154 1.40628
H 0.07420 2.55001 -1.14184
H -1.77374 2.99427 1.30187
H -1.30895 4.11311 -0.08080
*
```

Output
- Frontier orbital gap (spin up / spin down): 10.1 / 7.4 eV
- Expectation value of S²: 0.778
- HOMO energy (spin up / spin down): -14.945 / -15.579 eV
- Largest force on an atom: 5.5 eV Å⁻¹

Here are the natural (NBO) charges for atoms 1 to 4, given in e: atom 1 (C): -0.638, atom 2 (C): -0.471, atom 3 (C): 0.123, atom 4 (C): -0.150

# 4
Entry from the OMol25 dataset: 15 unconnected molecules or ions with the total composition C21H72N10O15 (wB97M-V/def2-TZVPD).

```
! wB97M-V def2-TZVPD RIJCOSX def2/J DEFGRID3
* xyz 0 1
C 18.63039 8.05497 -6.04576
C 17.85210 6.90344 -5.45479
O 16.82221 7.47116 -4.62928
H 19.31709 7.58434 -6.74437
H 19.30149 8.53936 -5.30320
H 18.04329 8.79296 -6.61006
H 18.43522 6.25309 -4.80284
H 17.41756 6.31566 -6.24952
H 16.31066 6.73946 -4.27467
C 21.85356 8.72718 -8.45349
C 21.59491 10.10287 -7.88762
O 20.20534 10.44590 -7.89407
H 21.39302 8.62537 -9.46217
H 21.39151 8.01362 -7.72675
H 22.91376 8.50320 -8.55630
H 22.17355 10.75494 -8.52814
H 21.95892 10.28624 -6.85962
H 19.94704 10.50592 -8.81636
C 16.54297 10.80000 -8.45078
C 15.89822 10.80349 -9.83758
O 16.61532 9.94010 -10.69714
H 16.61531 9.78693 -8.07334
H 15.98002 11.44784 -7.80263
H 17.53578 11.10135 -8.47151
H 15.65617 11.81785 -10.23284
H 14.86687 10.41144 -9.64640
H 17.38052 10.50248 -10.94289
C 14.40190 3.55846 -9.62626
C 14.88544 4.96871 -9.63144
O 15.81742 5.22119 -8.51232
H 13.76608 3.39949 -10.49183
H 13.84749 3.21697 -8.71028
H 15.25382 2.83712 -9.71712
H 13.97297 5.52268 -9.51104
H 15.30624 5.20190 -10.58987
H 16.46608 5.85290 -8.83221
C 13.89119 7.95038 -8.14676
C 14.59840 7.93024 -6.83809
O 13.59666 7.88991 -5.81400
H 13.26659 7.08284 -8.29224
H 14.62270 7.77264 -8.93940
H 13.37665 8.92709 -8.32677
H 15.21408 8.80720 -6.57239
H 15.28539 7.12632 -6.77337
H 13.43624 8.74134 -5.42627
C 13.04724 6.75461 -1.56446
C 13.20689 8.11031 -2.18816
O 14.53882 8.21374 -2.65947
H 13.27807 5.89137 -2.16078
H 12.03575 6.66400 -1.13684
H 13.72297 6.73063 -0.70803
H 12.97519 8.83412 -1.39032
H 12.52514 8.21192 -3.00930
H 15.04532 8.46883 -1.89856
C 15.66229 10.98367 -4.88951
O 15.70706 12.25729 -5.46169
N 16.73142 10.28470 -4.68622
N 14.48147 10.37626 -4.55224
H 17.68247 10.66369 -4.93067
H 16.65204 9.26710 -4.83170
H 13.55381 10.76460 -4.83411
H 14.61283 9.42597 -4.19930
C 19.42320 4.60616 -2.50280
O 18.70169 5.50045 -1.78493
N 18.96395 3.67425 -3.29865
N 20.73478 4.57754 -2.53064
H 17.90479 3.59402 -3.39754
H 19.44561 2.71156 -3.45321
H 21.23654 5.37506 -2.10108
H 21.33138 3.96206 -3.10541
C 15.74585 4.87410 -2.79328
O 15.80280 5.13025 -1.43668
N 15.21151 5.68577 -3.70684
N 16.21905 3.75283 -3.36199
H 14.79391 6.54574 -3.24232
H 14.95944 5.45268 -4.67539
H 15.96776 2.94527 -2.78494
H 15.90071 3.62914 -4.33803
C 19.61443 11.53867 -4.66912
O 20.67767 10.75851 -4.68852
N 18.83065 11.56572 -5.70187
N 19.36906 12.38845 -3.72513
H 19.24964 11.07262 -6.50322
H 18.28160 12.37331 -5.89101
H 19.87454 12.12793 -2.84068
H 18.70741 13.21808 -3.68269
C 20.68026 5.17816 -6.09370
O 21.02277 5.46264 -7.41328
N 19.85456 4.22044 -5.73996
N 21.14665 5.76221 -5.08645
H 19.44989 3.65726 -6.48336
H 19.45991 4.12985 -4.77333
H 21.61792 6.68329 -5.12402
H 21.02720 5.34263 -4.14289
C 19.65711 8.53416 -2.44629
O 19.33167 8.87922 -1.11432
H 18.70872 8.45367 -2.99089
H 20.37418 7.78851 -2.59474
H 20.08535 9.39936 -2.83484
H 19.11637 8.07638 -0.66747
C 13.80626 3.92865 -6.02809
O 15.23382 4.00797 -6.02869
H 13.33872 3.21980 -6.62047
H 13.45720 4.88832 -6.38798
H 13.38453 3.75655 -4.99655
H 15.44741 4.48994 -6.85783
C 23.39495 8.54108 -4.96067
O 22.06043 8.24245 -4.89499
H 23.77864 8.82171 -5.97249
H 23.98163 7.66654 -4.66548
H 23.50329 9.36323 -4.24721
H 21.64836 9.09166 -4.78685
C 18.52463 7.41567 -9.24260
O 17.11825 7.51550 -9.45155
H 18.95511 8.43452 -9.00584
H 18.97496 7.05869 -10.19522
H 18.83922 6.62220 -8.56553
H 16.84293 8.33416 -9.91309
*
```

Output
- Frontier orbital gap: 8.8 eV
- HOMO energy: -8.493 eV
- Largest force on an atom: 8.9 eV Å⁻¹

Here are the Mulliken charges for atoms 1 to 4, given in e: atom 1 (C): 2.136, atom 2 (C): 0.623, atom 3 (O): 1.162, atom 4 (H): -0.891

# 5
Entry from the OMol25 dataset: a molecular structure, C18H23LiN5O3 (wB97M-V/def2-TZVPD).

```
! wB97M-V def2-TZVPD RIJCOSX def2/J DEFGRID3
* xyz 1 1
C -3.62702 -2.38819 -2.15342
C -4.23386 -3.34131 -1.39834
H -4.00713 -2.36752 -3.19204
H -2.91028 -1.62268 -1.71695
C -3.89355 -3.55198 0.00222
C -2.91276 -2.80432 0.58119
H -2.07122 -2.43590 -0.00775
H -2.86560 -2.83493 1.67451
C -5.30550 -4.21916 -2.03127
H -5.49238 -3.87954 -3.05748
H -6.26071 -4.19244 -1.48644
H -4.98730 -5.27082 -2.07437
C -4.60587 -4.64581 0.78637
H -4.48524 -5.64072 0.32878
H -5.69104 -4.48741 0.87997
H -4.18526 -4.70713 1.79716
Li 2.64776 0.91307 0.09475
O 0.90248 -0.05119 -0.07350
C -0.24385 0.13741 0.36243
O 1.81807 1.83097 1.64040
C 0.64697 1.78034 2.00431
O 0.18488 2.52569 3.02616
N -0.40096 1.00406 1.48276
C -1.24177 2.32785 3.17456
C -1.67911 1.32584 2.14417
H -1.74520 3.28527 3.02252
H -1.44221 1.95790 4.18208
H -2.38495 1.74964 1.41721
H -2.12773 0.44111 2.61081
C -1.49312 -0.40100 -0.13008
C -1.82437 -0.68103 -1.49460
H -2.25236 -0.36226 0.63567
H -1.12592 -1.33091 -2.04484
H -2.18771 0.18611 -2.10840
N 6.48945 2.70453 0.51771
C 6.80498 2.03195 1.68840
C 5.76902 1.13908 1.90590
N 4.83540 1.26174 0.89968
C 5.28535 2.20976 0.07024
C 4.55422 2.66024 -1.10197
N 3.32305 2.24004 -1.43072
C 2.97011 2.91792 -2.58167
C 4.01523 3.73665 -2.97381
N 5.01314 3.56993 -2.02250
H 7.04271 3.42906 0.05515
H 7.70269 2.21854 2.24714
H 5.63085 0.44881 2.72649
H 2.00404 2.77291 -3.04403
H 4.10916 4.39362 -3.81679
H 5.93442 4.01626 -2.01780
*
```

Output
- Frontier orbital gap (spin up / spin down): 7.4 / 6.6 eV
- HOMO energy (spin up / spin down): -10.636 / -10.693 eV
- Largest force on an atom: 3.4 eV Å⁻¹

Here are the natural (NBO) charges for atoms 1 to 4, given in e: atom 1 (C): -0.298, atom 2 (C): -0.018, atom 3 (H): 0.216, atom 4 (H): 0.162

# 6
Entry from the OMol25 dataset: a molecular structure, C4H12N2O (wB97M-V/def2-TZVPD).

```
! wB97M-V def2-TZVPD RIJCOSX def2/J DEFGRID3
* xyz 0 1
C 1.22391 -1.69490 0.47830
O 2.04193 -1.52959 -0.68322
H 2.74198 -2.19129 -0.68771
H 0.69016 -2.65137 0.43888
H 1.83686 -1.73438 1.38687
H 0.74577 -0.36586 0.52069
C -1.08348 -0.48222 -1.26255
C -1.01712 0.68273 -0.37514
N -2.13196 1.02686 0.35001
N 0.33035 2.13632 1.02564
C 0.24985 1.03283 0.10580
H -2.05194 1.89211 0.86873
H -3.02562 0.71965 0.00236
H 1.14226 2.71488 0.85924
H 0.33334 1.82458 1.98758
H 1.03035 1.04186 -0.65143
H -2.01105 -0.55255 -1.83211
H -0.79217 -1.34480 -0.56587
H -0.25342 -0.52486 -1.96608
*
```

Output
- Frontier orbital gap: 8.0 eV
- HOMO energy: -6.946 eV
- Largest force on an atom: 3.5 eV Å⁻¹

Here are the natural (NBO) charges for atoms 1 to 4, given in e: atom 1 (C): -0.351, atom 2 (O): -0.763, atom 3 (H): 0.461, atom 4 (H): 0.157

# 7
Entry from the OMol25 dataset: a single C4H3FN2O molecule (wB97M-V/def2-TZVPD).

```
! wB97M-V def2-TZVPD RIJCOSX def2/J DEFGRID3
* xyz 0 1
H 1.73015 2.24432 0.08398
N 1.93655 1.19512 -0.15987
C 0.80918 0.61381 -0.06355
N -0.44746 1.26228 0.12304
C -1.50473 0.55924 0.05900
O -1.66600 -0.76357 -0.05998
C -0.45895 -1.43502 -0.13839
C 0.74004 -0.78669 -0.06194
F 1.89714 -1.45420 0.14660
H -2.43701 1.12339 0.11177
H -0.59893 -2.55869 -0.04067
*
```

Output
- SMILES string: [H]/N=c1\ncocc1F
- Frontier orbital gap: 9.9 eV
- HOMO energy: -9.414 eV
- Largest force on an atom: 3.3 eV Å⁻¹

Here are the natural (NBO) charges for atoms 1 to 4, given in e: atom 1 (H): 0.344, atom 2 (N): -0.593, atom 3 (C): 0.277, atom 4 (N): -0.490

# 8
Entry from the OMol25 dataset: a molecular structure, C9H13Br15N2O3P (wB97M-V/def2-TZVPD).

```
! wB97M-V def2-TZVPD RIJCOSX def2/J DEFGRID3
* xyz 1 1
O 0.76533 -0.52650 1.90716
P 1.53462 0.05150 0.79306
O 2.74836 0.92568 1.37624
O 1.99072 -1.04926 -0.23600
C 0.39053 1.14983 -0.18117
C -1.00915 0.70248 0.16643
C -1.50409 -0.52801 -0.12240
N -2.80582 -0.47100 0.46339
C -3.00438 0.70303 1.00863
N -1.93265 1.46802 0.85092
H 2.34730 1.53325 2.01568
H 1.97550 -1.92440 0.18057
H 0.52436 2.17049 0.18133
H 0.59222 1.04614 -1.24825
H -1.03044 -1.35334 -0.62112
H -3.44547 -1.24928 0.45222
H -3.90148 0.99628 1.53318
H -1.77641 2.41943 1.16829
C -4.18118 -0.55698 -3.37265
Br -6.05315 -0.13398 -3.50650
Br -3.22598 -0.11353 -4.98452
Br -3.36911 0.25314 -1.80225
H -4.10376 -1.62935 -3.24187
C -4.34532 -3.89353 -6.21049
Br -4.55455 -5.50625 -7.23266
Br -5.75222 -3.68181 -4.91015
Br -2.60203 -3.78670 -5.39364
H -4.42422 -3.06480 -6.90060
C 4.62449 -3.93211 1.58443
Br 5.40493 -4.54808 3.22893
Br 3.92988 -2.13424 1.75690
Br 5.84735 -4.07633 0.10694
H 3.78470 -4.57699 1.36836
C 6.05136 1.98675 2.95957
Br 4.92657 3.25409 3.88457
Br 7.55137 2.84550 2.11640
Br 6.60279 0.54729 4.11198
H 5.45089 1.55001 2.17340
C -0.84021 5.02725 3.03753
Br -2.42230 4.97065 1.93121
Br 0.29993 3.50729 2.68069
Br 0.10382 6.68372 2.85993
H -1.16309 4.94465 4.06631
*
```

Output
- Frontier orbital gap: 8.8 eV
- HOMO energy: -11.902 eV
- Largest force on an atom: 4.2 eV Å⁻¹

Here are the natural (NBO) charges for atoms 1 to 4, given in e: atom 1 (O): -1.121, atom 2 (P): 2.347, atom 3 (O): -0.965, atom 4 (O): -0.987